--- a ---
ORCA calculation (ωB97M-V/def2-TZVPD) on a cluster of 7 separate species, H14O7 in total.

Each line ends with the natural charge from an NBO analysis.
Cartesian coordinates (Å):
O -0.2417 -0.2955 -0.0207  -0.948
O 3.6284 -1.6049 -3.2400  -0.935
O 5.0734 1.0473 4.0047  -0.937
O 1.5478 2.8594 2.0582  -0.943
O -1.0003 -3.8070 -3.1413  -0.939
O -5.3014 -1.8725 -1.1842  -0.936
O -3.2481 3.0379 1.6866  -0.939
H 3.3349 -2.3864 -2.7717  0.466
H -5.6497 -2.6494 -1.6216  0.468
H 0.7572 2.8842 2.5972  0.473
H 2.8231 -1.1262 -3.4365  0.469
H -3.9378 3.4669 2.1930  0.472
H -4.6028 -1.5649 -1.7617  0.468
H 4.4478 1.1814 3.2928  0.471
H -0.4138 -4.5278 -2.9117  0.467
H 0.4528 0.1168 0.4930  0.475
H -1.0432 0.1449 0.2621  0.472
H -3.1467 3.5850 0.9078  0.468
H -0.8671 -3.1595 -2.4490  0.472
H 5.9301 1.0651 3.5780  0.466
H 1.4573 3.6051 1.4649  0.470

Results
Gap between HOMO and LUMO ... 11.6 eV
Charge ... 0

--- b ---
ORCA calculation (ωB97M-V/def2-TZVPD) on a cluster of 7 separate species, H14O7 in total.

Each line ends with the natural charge from an NBO analysis.
Cartesian coordinates (Å):
O -19.8488 -17.3843 32.2023  -0.942
O -13.3188 -20.8118 30.8446  -0.940
O -17.2058 -17.9885 29.1166  -0.953
O -17.2293 -16.7641 25.6274  -0.942
O -14.3629 -20.3397 27.0338  -0.937
O -13.7616 -14.8468 32.1214  -0.935
O -22.3122 -19.7551 29.1028  -0.938
H -20.7950 -17.5226 32.2449  0.475
H -19.7234 -16.4866 32.5100  0.467
H -16.7218 -15.9545 25.5707  0.463
H -16.5482 -18.0494 29.8095  0.472
H -13.9659 -14.0823 32.6599  0.468
H -12.7113 -20.0722 30.8286  0.469
H -12.7581 -21.5807 30.9478  0.472
H -14.4180 -14.8320 31.4248  0.466
H -14.2073 -19.4399 26.7468  0.465
H -14.4782 -20.2727 27.9817  0.472
H -21.8406 -19.2000 28.4817  0.469
H -22.1908 -20.6444 28.7701  0.470
H -17.2238 -16.9860 26.5585  0.479
H -18.0382 -17.9074 29.5823  0.481

Results
Gap between HOMO and LUMO ... 11.3 eV
Charge ... 0

Ranked by calculated energy, most stable first: b, a.

--- a ---
ORCA calculation (ωB97M-V/def2-TZVPD) on a structure of composition C4H11N2.

Each line ends with the natural charge from an NBO analysis.
Cartesian coordinates (Å):
N -1.4290 0.7025 -2.2675  -0.814
N 1.3029 -1.4563 -1.0926  -0.751
C -0.3377 0.5333 -0.7537  -0.055
C 0.7248 0.3111 2.7749  -0.809
C -0.6938 -0.4990 0.2083  -0.209
C 0.3122 -0.7422 -0.6707  0.237
H 0.3122 -0.3451 2.3499  0.158
H -1.2902 -0.6516 1.0588  0.264
H -1.0415 0.1278 -2.9522  0.406
H 1.3304 -2.4289 -0.7942  0.423
H -1.1816 1.6429 -2.5225  0.408
H 1.9795 -1.2239 -1.7873  0.426
H 0.6821 1.4389 2.3908  0.204
H 0.0058 1.5200 -0.4741  0.240
H 1.7138 0.0943 3.0768  0.226
H -2.4081 0.6723 -2.1834  0.420
H 0.0181 0.3039 3.6386  0.225

Results
Gap between HOMO and LUMO ... 10.3 eV
Charge ... +1

--- b ---
ORCA calculation (ωB97M-V/def2-TZVPD) on the ion C4H11N2 with charge +1.

Each line ends with the natural charge from an NBO analysis.
Cartesian coordinates (Å):
N 1.2529 -0.6046 -0.3533  -0.502
N 3.3224 0.5468 -0.4425  -0.724
C -0.2220 -0.4699 -0.5606  -0.235
C -1.0581 -0.3518 0.9307  -0.378
C 2.0174 0.3920 -0.5982  0.386
C -2.3231 0.3605 0.4923  -0.611
H -1.3071 -1.3951 1.2783  0.215
H 1.4570 -1.5429 0.1204  0.447
H -0.5303 0.1688 1.6734  0.210
H -2.0457 1.4368 0.5579  0.209
H -0.5092 0.5706 -1.0523  0.214
H 3.4950 1.4952 -0.7171  0.431
H 1.3541 1.1647 -0.8904  0.217
H -3.1165 0.1310 1.1698  0.238
H 4.0191 -0.1832 -0.4327  0.446
H -2.5448 0.1269 -0.5267  0.208
H -0.6297 -1.2470 -1.1526  0.231

Results
Gap between HOMO and LUMO ... 11.3 eV
Charge ... +1

Ranked by calculated energy, most stable first: b, a.

--- a ---
ORCA calculation (ωB97M-V/def2-TZVPD) on the ion C4H11N2 with charge +1.

Each line ends with the natural charge from an NBO analysis.
Cartesian coordinates (Å):
N -2.0335 2.8430 -0.1951  -0.790
N 0.9618 -0.6065 0.3504  -0.519
C 1.5643 -1.9286 0.6744  -0.456
C -0.1401 -0.4843 -0.6615  -0.228
C -1.4871 1.5243 -0.1113  0.054
C -0.4531 0.9970 -0.7443  -0.358
H -1.0343 -0.9931 -0.5027  0.240
H 0.4438 -0.8351 -1.5467  0.221
H 2.0011 -2.2575 -0.3272  0.224
H 2.3361 -2.1549 1.4232  0.271
H 1.7019 0.1064 0.0419  0.448
H 0.8109 -2.6266 0.9284  0.234
H -1.4352 3.5713 -0.5309  0.406
H 0.3799 1.5472 -1.1215  0.198
H 0.6733 -0.2991 1.3777  0.448
H -2.2380 0.7525 0.0658  0.195
H -2.8241 2.9578 0.4253  0.412

Results
Gap between HOMO and LUMO ... 9.2 eV
Charge ... +1

--- b ---
ORCA calculation (ωB97M-V/def2-TZVPD) on a cluster of 2 separate species, C4H11N2 in total.

Each line ends with the natural charge from an NBO analysis.
Cartesian coordinates (Å):
N -1.9376 -0.6511 1.1117  -0.663
N 2.3892 0.7853 0.5582  -0.740
C -0.3471 -0.5496 -1.6564  -0.627
C 0.3581 0.3403 -0.6712  -0.365
C 1.5365 -0.0196 -0.1031  0.121
C -1.2294 0.4367 1.0750  0.075
H -1.2749 -0.9914 -1.2756  0.183
H 3.1374 0.3706 1.0953  0.414
H -0.6194 0.0085 -2.5462  0.242
H 2.1145 1.7089 0.8310  0.399
H 1.8871 -1.0432 -0.2062  0.212
H -1.6093 -1.4705 1.6021  0.426
H -0.4407 0.5724 1.7849  0.224
H -1.6309 1.2853 0.5451  0.228
H 0.0736 1.3814 -0.6312  0.213
H 0.2835 -1.3751 -1.9715  0.233
H -2.6906 -0.7889 0.4581  0.426

Results
Gap between HOMO and LUMO ... 8.1 eV
Charge ... +1

Ranked by calculated energy, most stable first: b, a.

--- a ---
ORCA calculation (ωB97M-V/def2-TZVPD) on a cluster of 2 separate species, C4H11N2 in total.

Each line ends with the natural charge from an NBO analysis.
Cartesian coordinates (Å):
N 3.1443 -0.2751 0.2964  -0.702
N -2.8632 -1.3424 0.7127  -1.024
C -0.3999 0.6276 -1.0071  -0.552
C -0.9246 0.7742 0.3336  -0.064
C 1.0248 0.9036 -0.4979  -0.410
C 2.0491 -0.1752 -0.5129  0.261
H -2.4199 -0.7350 0.0500  0.344
H 1.3946 1.8431 -0.8856  0.270
H -0.6071 -0.2603 -1.5580  0.251
H 1.7570 -1.0267 -1.2338  0.230
H -1.6806 1.6951 0.5103  0.266
H -0.8420 1.4077 -1.7514  0.266
H 3.2657 0.3781 1.1368  0.443
H -3.3553 -0.7086 1.3000  0.364
H -2.2624 -1.9748 1.3989  0.387
H -0.5332 0.1755 1.1495  0.230
H 3.2525 -1.3066 0.5586  0.440

Results
Gap between HOMO and LUMO ... 6.9 eV
Charge ... +1

--- b ---
ORCA calculation (ωB97M-V/def2-TZVPD) on the ion C4H11N2 with charge +1.

Each line ends with the natural charge from an NBO analysis.
Cartesian coordinates (Å):
N 1.9300 -0.5897 -1.9236  -0.721
N 0.8786 -0.5881 0.1311  -0.494
C 0.2799 0.2606 1.1780  -0.214
C 1.1645 0.0140 -1.0137  0.411
C -1.1910 -0.0047 1.2350  -0.430
C -1.9987 0.4139 0.0014  -0.642
H 0.9202 0.9803 -1.3283  0.229
H 2.2626 -0.0201 -2.7164  0.437
H -1.5611 0.4658 2.1853  0.241
H -1.9310 -0.3736 -0.7979  0.214
H -3.0955 0.5811 0.2355  0.258
H 2.6481 -1.1671 -1.4124  0.417
H -1.2731 -1.0989 1.3183  0.218
H 0.7470 -0.1804 2.1441  0.235
H 1.3455 -1.3918 0.3781  0.418
H 0.5428 1.3120 0.9700  0.219
H -1.6689 1.3866 -0.5846  0.204

Results
Gap between HOMO and LUMO ... 11.0 eV
Charge ... +1

--- c ---
ORCA calculation (ωB97M-V/def2-TZVPD) on the ion C4H11N2 with charge +1.

Each line ends with the natural charge from an NBO analysis.
Cartesian coordinates (Å):
N -0.3629 0.0027 0.0127  -0.042
N -1.1513 -1.1448 -0.0186  -0.685
C 0.5582 -0.0343 -1.1064  -0.197
C 0.7026 -0.1585 0.9859  -0.211
C -1.1831 1.2316 0.0237  -0.415
C 1.7714 -0.2290 -0.1338  -0.420
H -1.3777 1.5373 1.0497  0.240
H -0.6816 2.0812 -0.4804  0.248
H 0.6050 -1.0455 1.5837  0.236
H -2.0887 1.1050 -0.4720  0.246
H 2.5146 0.5814 -0.0683  0.253
H 0.6749 0.6740 1.6756  0.236
H -0.8321 -2.0378 0.3167  0.399
H 2.1919 -1.2259 -0.2518  0.244
H -2.0749 -1.1718 0.2225  0.398
H 0.3344 -0.9319 -1.5989  0.241
H 0.3995 0.7662 -1.7402  0.228

Results
Gap between HOMO and LUMO ... 12.1 eV
Charge ... +1

Ranked by calculated energy, most stable first: b, c, a.

--- a ---
ORCA calculation (ωB97M-V/def2-TZVPD) on the ion C4H11N2 with charge +1.

Each line ends with the natural charge from an NBO analysis.
Cartesian coordinates (Å):
N 0.0870 0.1905 0.4527  -0.068
N -0.9799 -0.4761 -0.2578  -0.207
C -1.2036 -0.4121 -1.6679  -0.448
C -0.2562 0.7541 1.7604  -0.396
C 1.3864 0.8158 -0.2175  -0.384
C 0.0811 -1.2343 0.2976  -0.045
H 1.1383 1.5640 -0.8884  0.235
H -0.8768 0.0179 2.2415  0.241
H 1.8492 -0.0657 -0.6596  0.227
H -0.9260 1.5618 1.5011  0.241
H -1.3160 -1.4232 -2.1165  0.254
H -0.2033 -0.1198 -2.2494  0.196
H -2.0639 0.1164 -1.9435  0.242
H 0.6891 1.0375 2.2164  0.235
H -0.1622 -1.8830 1.1352  0.224
H 0.8350 -1.7033 -0.2593  0.210
H 1.9217 1.2596 0.6550  0.243

Results
Gap between HOMO and LUMO ... 12.2 eV
Charge ... +1

--- b ---
ORCA calculation (ωB97M-V/def2-TZVPD) on a cluster of 2 separate species, C4H11N2 in total.

Each line ends with the natural charge from an NBO analysis.
Cartesian coordinates (Å):
N -1.8689 2.0958 1.0548  -0.785
N 1.3435 -0.8805 -0.2166  -0.389
C 2.7748 -0.5978 -0.3299  -0.430
C -1.7099 1.3602 -0.0957  0.069
C -1.5834 0.0263 -0.1845  -0.648
C 0.8111 -2.0280 -0.2950  0.125
H 1.4364 -2.8945 -0.4761  0.222
H -2.3415 2.9798 0.9203  0.398
H 0.6802 -0.1019 -0.0559  0.464
H 3.3058 -1.5161 -0.5609  0.233
H -0.2567 -2.1357 -0.1890  0.240
H -1.7185 -0.5989 0.6931  0.200
H -2.2495 1.5886 1.8420  0.386
H 3.1210 -0.1953 0.6194  0.250
H -1.3766 -0.4584 -1.1263  0.208
H -1.6794 1.9694 -0.9925  0.207
H 2.9171 0.1319 -1.1232  0.249

Results
Gap between HOMO and LUMO ... 7.5 eV
Charge ... +1

Ranked by calculated energy, most stable first: b, a.

--- a ---
ORCA calculation (ωB97M-V/def2-TZVPD) on the ion C4H11N2 with charge +1.

Each line ends with the natural charge from an NBO analysis.
Cartesian coordinates (Å):
N -0.8509 2.5339 -0.9743  -0.717
N -0.6733 0.2382 -0.8506  -0.507
C 0.9229 -1.0429 0.4811  -0.447
C 0.1542 -1.0281 -0.8255  -0.218
C 0.0919 -1.1267 1.7557  -0.617
C -0.1466 1.4358 -0.9363  0.394
H -0.5404 -1.8646 -0.8025  0.241
H 1.5802 -1.9647 0.4680  0.240
H -1.8546 2.6303 -0.9022  0.429
H -0.5037 -0.2312 1.9327  0.202
H -0.4161 3.4311 -0.8067  0.434
H -0.4743 -2.0453 1.6143  0.214
H 1.8016 -0.3989 0.6095  0.222
H -1.6648 0.1494 -0.6582  0.421
H 0.8388 -0.8813 -1.6901  0.232
H 0.7922 -1.3157 2.5666  0.242
H 0.9430 1.4809 -0.9815  0.234

Results
Gap between HOMO and LUMO ... 11.5 eV
Charge ... +1

--- b ---
ORCA calculation (ωB97M-V/def2-TZVPD) on a cluster of 2 separate species, C4H11N2 in total.

Each line ends with the natural charge from an NBO analysis.
Cartesian coordinates (Å):
N 3.3998 1.8818 -0.2216  -1.103
N 1.3580 -1.8483 -0.8033  -0.719
C -1.6651 0.0123 0.9401  -0.523
C -0.4288 -0.1491 -0.0398  0.467
C 0.0844 -1.3917 -0.2085  -0.078
C -2.8956 0.4281 0.0971  -0.603
H -2.7051 1.1577 -0.6776  0.244
H -1.4021 0.8600 1.5834  0.287
H 3.6308 2.7835 0.1776  0.391
H -1.9764 -0.9501 1.4840  0.272
H 1.3461 -2.3168 -1.7227  0.449
H -3.7358 0.5949 0.7839  0.256
H 4.2244 1.2769 -0.2301  0.375
H -3.2475 -0.3891 -0.5228  0.221
H -0.5674 -2.2421 -0.0727  0.318
H 2.0497 -1.1163 -0.6320  0.406
H 2.5306 1.4084 0.0648  0.340

Results
Gap between HOMO and LUMO ... 4.3 eV
Charge ... +1

--- c ---
ORCA calculation (ωB97M-V/def2-TZVPD) on the ion C4H11N2 with charge +1.

Each line ends with the natural charge from an NBO analysis.
Cartesian coordinates (Å):
N 0.0730 0.0689 0.4011  -0.231
N 0.3712 0.5911 -1.9171  -0.856
C 0.8772 -0.7240 1.3232  -0.393
C -1.1613 -0.8274 -0.3422  -0.133
C 0.7111 1.0111 -0.5776  -0.054
C -1.4076 -0.0514 0.8085  -0.211
H -1.9621 0.8723 0.8688  0.243
H -0.2295 1.2894 -2.3842  0.406
H 1.8810 -0.6605 0.9093  0.220
H -1.2768 -0.5465 -1.3007  0.254
H 1.7881 0.8912 -0.4080  0.223
H -1.2495 -1.8571 -0.0850  0.232
H 1.2475 0.2837 -2.3405  0.408
H 0.9973 -0.1362 2.2575  0.227
H 0.3719 2.0497 -0.2999  0.222
H 0.4843 -1.6374 1.4099  0.216
H -1.5158 -0.6168 1.6770  0.229

Results
Gap between HOMO and LUMO ... 11.6 eV
Charge ... +1

Ranked by calculated energy, most stable first: a, c, b.